No. 1
Computed, not measured: the molecule C6H13NO, with wB97M-V/def2-TZVPD.

Geometry as XYZ:
```
21
Properties=species:S:1:pos:R:3:forces:R:3
C 1.823076 1.459216 0.527442 0.2 1.5 1.3
C 1.369086 0.327013 1.452434 0.4 -1.8 -0.6
C 0.710560 -0.738154 0.572100 -0.2 -0.5 -0.4
O 1.356691 -1.635988 0.082942 0.3 0.4 0.1
N -0.645355 -0.582757 0.167290 0.7 0.0 0.5
C -1.566809 -0.215791 1.242400 0.9 1.1 -0.6
C -0.782437 -0.060828 -1.183640 -1.7 0.1 -0.5
C -0.976225 -1.152147 -2.255818 -0.3 -0.1 -0.4
H 0.983826 2.153923 0.595341 0.4 0.5 -0.5
H 2.138653 1.386439 -0.512095 -0.4 -1.1 0.0
H 2.710768 1.897294 1.013706 -0.5 0.3 -0.1
H 2.230775 -0.158515 1.935860 -0.4 0.2 -0.1
H 0.686894 0.695435 2.217500 0.2 0.1 -0.1
H -1.464524 -0.988935 2.012843 -0.3 0.5 0.1
H -2.588172 -0.109151 0.898284 -0.2 -0.5 -0.2
H -1.306248 0.807920 1.575062 -0.2 -0.4 0.6
H -1.626106 0.657876 -1.169465 -0.1 -0.7 0.0
H -0.011121 0.624395 -1.524756 0.8 -0.2 0.3
H -1.430688 -2.090319 -1.907792 -0.1 0.5 0.4
H -0.008198 -1.466022 -2.635752 0.1 0.1 -0.2
H -1.604446 -0.810902 -3.103883 0.5 0.0 0.4
```
Forces are in eV/Å.

## Properties
Energy relative to the best compared isomer or geometry (same formula, charge and spin) ... 1.7675 eV
Gap between HOMO and LUMO ... 9.66 eV
Strongest force on any atom ... 2.0 eV/Å
SMILES ... CCC(=O)N(C)CC
HOMO energy ... -8.756 eV

Results of the Mulliken charge analysis, in e, for atoms 1 through 6: atom 1 (C): -0.972, atom 2 (C): -0.503, atom 3 (C): 0.210, atom 4 (O): -0.574, atom 5 (N): 0.251, atom 6 (C): -1.063


No. 2
Computed, not measured: a cluster of 2 separate species, C6H13NO2 in total, with wB97M-V/def2-TZVPD.

Geometry as XYZ:
```
22
Properties=species:S:1:pos:R:3:forces:R:3
H -1.432550 2.668616 -1.146267 0.3 0.0 -0.2
N -0.803652 2.237313 -0.463613 -0.6 -0.2 -0.1
C 0.004243 1.393001 -0.928000 1.7 0.5 1.7
C 0.359473 1.097511 -2.345287 0.1 -0.5 -0.2
C 1.121399 0.813922 0.434715 -0.2 3.7 -4.5
O 2.236890 0.506054 0.090405 -0.6 -1.1 0.7
O 0.793146 1.609381 1.459256 0.2 0.3 1.5
H -0.375429 0.426184 -2.793314 0.0 0.0 0.0
H 0.409591 2.006094 -2.951159 -0.1 0.0 0.2
H 1.331273 0.606389 -2.404698 0.0 0.0 0.1
H 0.810304 2.556480 1.179379 -0.3 -1.2 0.0
C 0.340495 -2.135820 0.077811 0.0 0.1 0.1
C 0.004211 -1.057026 1.089130 -1.2 1.0 -1.7
C -1.407035 -1.092204 1.644062 0.0 -0.3 0.2
H 1.343016 -1.958575 -0.312372 0.0 -0.1 0.0
H 0.303107 -3.122262 0.543902 0.0 -0.1 -0.1
H -0.359492 -2.099475 -0.759988 0.0 -0.2 0.0
H 0.723437 -1.068650 1.908704 0.2 0.6 -0.3
H -0.105595 -0.022856 0.280611 0.8 -2.6 2.7
H -1.560564 -0.304060 2.380222 -0.1 0.1 -0.2
H -2.154549 -1.023432 0.851422 0.0 0.1 0.1
H -1.581719 -2.036584 2.165080 0.0 -0.1 0.0
```
Forces are in eV/Å.

## Properties
Energy relative to the best compared isomer or geometry (same formula, charge and spin) ... 4.2239 eV
Gap between HOMO and LUMO ... 9.42 eV
Strongest force on any atom ... 5.8 eV/Å
SMILES ... [H]/N=C(\C)C(=O)O.CCC
HOMO energy ... -8.537 eV

Results of the Mulliken charge analysis, in e, for atoms 1 through 6: atom 1 (H): 0.242, atom 2 (N): -0.591, atom 3 (C): 0.512, atom 4 (C): -1.323, atom 5 (C): 0.717, atom 6 (O): -0.602


No. 3
Computed, not measured: the molecule C6H13NO2, with wB97M-V/def2-TZVPD.

Geometry as XYZ:
```
22
Properties=species:S:1:pos:R:3:forces:R:3
C 2.148878 -0.545938 -0.248168 0.4 -0.1 -0.9
C 1.272086 0.602385 -0.761289 -0.1 0.1 -0.4
C -0.020700 0.907416 0.026022 0.1 0.0 0.0
C 0.198838 0.860168 1.537205 0.4 1.0 -0.1
C -1.253288 0.088474 -0.414331 -0.3 -0.3 -0.6
N -2.440704 0.577834 0.274641 -0.2 0.0 -0.4
C -1.082239 -1.420768 -0.186899 0.3 0.4 0.1
O -1.395497 -1.970060 0.829105 -0.1 -0.1 0.0
O -0.507638 -2.122162 -1.187796 -0.2 -0.5 0.3
H 2.523847 -0.332790 0.735662 0.2 0.1 0.5
H 1.614040 -1.491291 -0.207037 0.0 -0.1 0.0
H 3.044776 -0.698035 -0.904632 -0.8 0.2 0.4
H 1.880282 1.522679 -0.756554 -0.2 -0.3 -0.1
H 0.985978 0.406226 -1.818002 0.3 0.2 0.4
H -0.347060 1.917600 -0.225636 0.2 0.1 0.0
H 0.370617 -0.143017 1.873710 0.0 -0.6 0.3
H 1.099000 1.461554 1.815370 -0.7 -0.4 -0.2
H -0.669983 1.278255 2.057181 0.2 -0.1 0.0
H -1.403886 0.250003 -1.511630 0.2 0.0 0.7
H -2.464548 0.151457 1.190401 0.0 0.0 0.2
H -3.279524 0.248379 -0.202759 0.2 0.1 0.1
H -0.273272 -1.548370 -1.914561 0.1 0.3 -0.4
```
Forces are in eV/Å.

## Properties
Energy relative to the best compared isomer or geometry (same formula, charge and spin) ... 0.3445 eV
Gap between HOMO and LUMO ... 10.36 eV
Strongest force on any atom ... 1.0 eV/Å
SMILES ... CC[C@H](C)[C@H](N)C(=O)O
HOMO energy ... -9.754 eV

Results of the Mulliken charge analysis, in e, for atoms 1 through 6: atom 1 (C): -1.157, atom 2 (C): -0.822, atom 3 (C): 0.645, atom 4 (C): -1.728, atom 5 (C): -0.056, atom 6 (N): -0.751


No. 4
Computed, not measured: the molecule C6H13NO2, with wB97M-V/def2-TZVPD.

Geometry as XYZ:
```
22
Properties=species:S:1:pos:R:3:forces:R:3
C 2.107901 1.162226 0.830896 2.5 0.8 -0.3
C 1.913347 -0.120060 0.041277 0.0 -0.7 1.1
C 3.137018 -0.462173 -0.811624 1.1 1.1 -0.7
C 0.508940 -0.083610 -0.644019 1.1 -2.6 -1.5
C -0.566544 -0.280859 0.377666 -2.8 3.5 -2.2
N -0.683189 -1.548214 0.883586 0.3 -2.6 1.1
C -1.996382 0.185259 -0.170349 0.6 -3.5 -0.4
O -2.930173 -0.497751 -0.569761 1.3 0.6 0.5
O -2.058385 1.463940 -0.037898 -0.3 2.6 -0.3
H 2.563225 0.967205 1.854904 -1.3 0.4 -1.0
H 1.192277 1.731687 0.745433 0.1 0.5 0.8
H 2.950192 1.721435 0.330462 -1.1 0.1 0.3
H 1.996507 -0.840067 0.880395 -1.2 -0.5 -0.8
H 2.999445 0.075769 -1.788217 0.5 -0.5 0.6
H 3.391917 -1.546245 -1.034416 -0.7 1.3 0.5
H 4.031214 0.039249 -0.277430 -1.1 -1.1 -1.0
H 0.464735 -0.928639 -1.359436 0.0 -0.2 0.5
H 0.247834 0.678278 -1.378228 0.7 1.1 0.6
H -0.498678 0.634809 0.947767 0.7 -0.6 1.9
H -1.563780 -1.942566 0.634779 -0.7 -0.5 -1.4
H -0.841183 -1.622061 1.851137 0.7 0.5 1.8
H -2.868597 1.734439 -0.474063 -0.6 0.5 -0.1
```
Forces are in eV/Å.

## Properties
Energy relative to the best compared isomer or geometry (same formula, charge and spin) ... 1.9826 eV
Gap between HOMO and LUMO ... 10.31 eV
Strongest force on any atom ... 5.0 eV/Å
SMILES ... CC(C)C[C@H](N)C(=O)O
HOMO energy ... -9.653 eV

Results of the Mulliken charge analysis, in e, for atoms 1 through 6: atom 1 (C): -1.370, atom 2 (C): 0.832, atom 3 (C): -1.415, atom 4 (C): -1.486, atom 5 (C): 0.654, atom 6 (N): -0.646


No. 5
Computed, not measured: a cluster of 2 separate species, C6H13NO3 in total, with wB97M-V/def2-TZVPD.

Geometry as XYZ:
```
23
Properties=species:S:1:pos:R:3:forces:R:3
C -4.104256 0.107768 0.210344 0.3 -0.5 0.5
C -2.694893 -0.447482 0.505461 -0.4 -0.5 0.4
C -1.642492 0.225130 -0.346436 -0.1 -0.3 0.4
C -1.537275 1.709115 -0.009375 0.3 0.3 -0.1
C -0.191056 -0.503340 -0.106449 -1.9 0.5 -1.0
C -0.099707 -2.008788 -0.297385 0.4 -0.2 -0.3
O 0.301931 0.161353 -1.186251 1.4 -0.3 1.1
O 2.651832 0.324845 0.565079 2.6 -0.5 -1.7
N 3.450430 0.066925 -0.323571 0.0 0.3 0.9
O 4.654999 0.037695 -0.465535 -2.5 0.3 0.9
H -4.851694 -0.494464 0.750592 0.1 0.3 -0.2
H -4.196399 1.146693 0.531864 -0.1 -0.1 0.0
H -4.309119 0.055768 -0.857815 -0.1 0.0 -0.1
H -2.436597 -0.291297 1.569922 -0.2 0.0 -0.3
H -2.670734 -1.541624 0.349374 -0.2 0.4 0.0
H -1.905431 0.098211 -1.399271 0.0 0.0 0.0
H -1.324754 1.865734 1.060078 -0.2 -0.1 -0.2
H -0.702581 2.161586 -0.557853 -0.4 0.0 0.1
H -2.474300 2.236338 -0.264809 0.5 -0.2 0.1
H -0.002148 -0.237331 0.956622 0.7 0.5 -0.7
H -0.674995 -2.664254 0.375260 0.2 0.5 -0.1
H -0.323528 -2.251925 -1.339140 -0.2 0.0 0.1
H 0.969257 -2.240544 -0.187237 -0.2 -0.2 0.2
```
Forces are in eV/Å.

## Properties
Energy relative to the best compared isomer or geometry (same formula, charge and spin) ... 7.3120 eV
Gap between HOMO and LUMO (spin up / spin down) ... 9.08 / 8.08 eV
Strongest force on any atom ... 3.1 eV/Å
HOMO energy (spin up / spin down) ... -9.838 / -9.721 eV

Results of the Mulliken charge analysis, in e, for atoms 1 through 6: atom 1 (C): -1.274, atom 2 (C): -0.400, atom 3 (C): 0.135, atom 4 (C): -1.491, atom 5 (C): 0.538, atom 6 (C): -1.529


No. 6
Computed, not measured: a cluster of 2 separate species, C6H13NO3 in total, with wB97M-V/def2-TZVPD.

Geometry as XYZ:
```
23
Properties=species:S:1:pos:R:3:forces:R:3
C 4.359038 1.257163 -1.945252 0.0 0.5 0.3
N 3.525767 0.218089 -1.383458 -0.5 -0.2 -0.1
C 2.380806 0.536105 -0.964536 0.7 0.3 -0.5
O 1.532376 -0.404645 -0.531305 -0.1 -0.4 0.3
C 0.290377 0.043172 0.007365 0.0 0.3 -0.2
C -0.494835 -1.173928 0.456088 0.0 -0.7 0.1
C -1.953087 -0.837537 0.763581 -0.2 -3.4 -0.4
C -2.585254 -1.657136 1.860502 -0.7 3.4 3.5
O -3.730854 -1.377016 2.254922 1.9 -1.4 -1.3
H 5.341387 1.249270 -1.451730 -0.2 -0.1 -0.2
H 3.908959 2.245036 -1.764062 0.2 0.1 -0.2
H 4.516097 1.141241 -3.031641 -0.1 -0.2 0.5
H 1.985693 1.567680 -0.949917 0.1 -0.1 0.0
H -0.260064 0.606508 -0.764492 0.1 -0.2 0.2
H 0.477139 0.718570 0.857864 -0.1 -0.1 -0.1
H -0.034156 -1.591711 1.360956 0.2 0.0 -0.2
H -0.451225 -1.941724 -0.330551 0.2 0.3 0.3
H -1.952581 0.188124 1.176547 -1.2 -0.3 -1.3
H -2.620075 -1.491156 0.034878 0.8 3.2 -0.3
H -1.872041 -2.081088 2.598113 -0.3 -1.2 -0.3
O -4.103003 0.828890 0.188953 -1.5 -1.8 2.6
H -4.421055 0.262137 1.042465 1.2 2.0 -2.8
H -3.839408 1.693957 0.514710 -0.2 0.0 0.2
```
Forces are in eV/Å.

## Properties
Energy relative to the best compared isomer or geometry (same formula, charge and spin) ... 4.2065 eV
Gap between HOMO and LUMO ... 9.96 eV
Strongest force on any atom ... 4.9 eV/Å
SMILES ... C/N=C/OCCCC=O.O
HOMO energy ... -9.694 eV

Results of the Mulliken charge analysis, in e, for atoms 1 through 6: atom 1 (C): -0.660, atom 2 (N): -0.297, atom 3 (C): 0.108, atom 4 (O): -0.403, atom 5 (C): -0.663, atom 6 (C): -0.407


No. 7
Computed, not measured: the molecule C6H13NO4, with wB97M-V/def2-TZVPD.

Geometry as XYZ:
```
24
Properties=species:S:1:pos:R:3:forces:R:3
C -2.640725 -0.210079 -0.873336 -2.2 -2.1 -2.0
C -1.560969 0.206935 0.171411 -3.5 1.4 0.6
N -1.178926 -0.864824 1.040350 2.1 -1.1 0.3
C 0.181437 -1.408023 0.667407 0.7 0.4 2.1
O -0.049831 -2.059203 -0.607406 -1.8 -0.6 2.4
C 1.351696 -0.377606 0.562887 -2.4 -0.1 -4.6
O 2.413341 -1.020958 -0.066448 0.5 -2.1 -5.2
C 0.875060 0.679757 -0.521606 -0.5 -2.2 1.3
O 1.893929 1.606069 -0.627911 -0.2 0.8 -1.1
C -0.567118 1.199546 -0.361433 2.4 0.8 2.2
O -0.475362 2.195549 0.796005 1.9 -1.9 -1.7
H -2.850125 0.646531 -1.718783 0.5 -2.2 2.2
H -2.353409 -1.328882 -1.515712 -0.7 3.7 1.9
H -3.729996 -0.489952 -0.323496 3.1 0.9 -1.5
H -2.037284 0.902073 0.969509 -0.2 -1.0 -1.9
H -1.416539 -0.598686 2.004693 1.1 -0.7 -0.6
H 0.729075 -2.008708 1.464476 -1.9 -0.6 -0.7
H -0.962619 -2.461539 -0.340859 2.2 0.7 -1.2
H 1.881984 -0.080113 1.430915 -0.7 0.8 1.5
H 2.173161 -1.245935 -1.202465 0.9 1.0 5.4
H 0.775492 -0.037250 -1.393156 0.5 1.3 0.3
H 1.920757 2.016872 0.236670 0.1 0.5 0.2
H -0.850025 1.592981 -1.338153 -0.3 0.7 0.4
H -1.120885 2.831538 0.618023 -1.5 1.8 -0.3
```
Forces are in eV/Å.

## Properties
Energy relative to the best compared isomer or geometry (same formula, charge and spin) ... 4.5079 eV
Gap between HOMO and LUMO ... 9.45 eV
Strongest force on any atom ... 5.7 eV/Å
SMILES ... C[C@H]1N[C@@H](O)[C@@H](O)[C@H](O)[C@@H]1O
HOMO energy ... -8.837 eV

Results of the Mulliken charge analysis, in e, for atoms 1 through 6: atom 1 (C): -1.007, atom 2 (C): 0.243, atom 3 (N): -0.414, atom 4 (C): 0.072, atom 5 (O): -0.563, atom 6 (C): -0.484


No. 8
Computed, not measured: the ion C6H13NO4P with charge +1, with wB97M-V/def2-TZVPD.

Geometry as XYZ:
```
25
Properties=species:S:1:pos:R:3:forces:R:3
C 1.171535 -2.138798 0.174482 -1.7 -0.1 0.4
O 1.379747 -1.076837 1.137714 0.1 -1.1 -0.8
P 1.374789 0.410523 0.671159 1.0 -0.3 -1.1
O 1.289191 1.243153 1.858651 0.0 1.3 -0.2
O 2.558169 0.533144 -0.425049 -2.2 -2.7 2.6
C 3.213107 1.616069 -1.056426 -4.1 0.6 0.1
C -0.285601 0.525282 -0.228783 0.4 -0.1 -0.1
N -0.978057 1.841388 0.132079 -2.0 -0.9 -3.1
C -1.476045 0.567477 0.664634 1.0 0.3 1.9
C -2.715533 0.221208 -0.070508 -2.1 1.3 0.6
C -3.584597 -0.782604 0.528053 0.9 -2.6 0.6
O -3.005333 0.875172 -1.036050 0.1 0.2 -0.9
H 1.585809 -1.888569 -0.743470 1.1 0.7 -1.8
H 0.070864 -2.248459 -0.044065 1.0 -0.3 0.7
H 1.658706 -3.065783 0.448658 -0.3 0.0 0.7
H 3.979568 1.935001 -0.463146 2.6 0.5 0.9
H 2.424464 2.375517 -0.968446 0.7 0.7 -1.0
H 3.322442 1.229402 -2.035608 0.9 0.5 -1.0
H -0.517751 -0.011762 -1.199509 0.5 1.5 0.8
H -1.682965 2.326427 -0.519223 1.2 -1.3 0.5
H -0.505490 2.482327 0.688419 1.5 1.0 1.8
H -1.423159 0.428672 1.781664 0.1 0.1 -1.4
H -4.490574 -0.570583 1.079903 0.0 1.0 0.1
H -2.925195 -1.383420 1.190151 -0.6 0.1 -0.1
H -3.917313 -1.450736 -0.251237 -0.1 -0.3 -0.4
```
Forces are in eV/Å.

## Properties
Net charge ... +1
Gap between HOMO and LUMO ... 11.19 eV
Strongest force on any atom ... 4.4 eV/Å
SMILES ... COP(=O)(OC)[C@@H]1[NH2+][C@H]1C(C)=O
HOMO energy ... -14.838 eV

Results of the Mulliken charge analysis, in e, for atoms 1 through 6: atom 1 (C): -0.681, atom 2 (O): -0.350, atom 3 (P): 1.062, atom 4 (O): -0.727, atom 5 (O): -0.378, atom 6 (C): -0.595


Number 1: calculated total energy -366.3689 Eh. Number 2: calculated total energy -441.5248 Eh. Number 3: calculated total energy -441.6673 Eh. Number 4: calculated total energy -441.6071 Eh. Number 5: calculated total energy -516.6704 Eh. Number 6: calculated total energy -516.7845 Eh. Number 7: calculated total energy -591.9688 Eh. Number 8: calculated total energy -933.2323 Eh.